Entry 1:
Below is a molecular structure, C18H52Br3N11O12P2 in a non-equilibrium geometry, with properties calculated with the ωB97M-V functional and the def2-TZVPD basis.

Each line ends with the Löwdin charge.
Geometry (Å):
C  -5.4753  8.4472  -26.9627  0.044
N  -5.3693  9.6112  -27.8541  -0.425
O  -5.7645  9.4838  -28.9971  0.026
O  -4.7877  10.5704  -27.4033  0.103
H  -6.5387  8.2901  -26.7745  0.109
H  -4.9555  8.5580  -26.0187  0.101
H  -5.1220  7.5305  -27.4299  0.083
C  -8.2321  10.1360  -30.8328  0.022
N  -9.2937  10.9458  -31.5057  -0.447
O  -9.6020  12.0067  -31.0212  0.073
O  -9.7845  10.4422  -32.4861  0.070
H  -8.6769  9.4329  -30.1364  0.104
H  -7.5835  10.7763  -30.2352  0.068
H  -7.5787  9.7284  -31.5982  0.020
C  -4.1476  5.5090  -30.0294  0.042
N  -3.0616  4.5816  -30.3970  -0.434
O  -3.0004  4.3109  -31.5797  0.057
O  -2.3677  4.1091  -29.5279  0.088
H  -4.0321  5.9142  -29.0280  0.082
H  -5.1002  4.9932  -30.1074  0.107
H  -4.1120  6.3388  -30.7313  0.074
C  -3.9663  5.6756  -33.9636  -0.005
N  -5.3189  5.0332  -33.8590  -0.443
O  -5.8461  4.9753  -32.7656  0.036
O  -5.7823  4.6409  -34.9021  0.079
H  -3.6148  6.0596  -33.0167  0.025
H  -4.2421  6.5592  -34.5369  0.035
H  -3.2555  5.0039  -34.4257  0.109
C  -3.8755  10.7896  -35.5805  0.030
N  -4.1188  9.4082  -36.1074  -0.486
O  -3.2486  8.5833  -35.9687  0.030
O  -5.1858  9.2493  -36.6439  0.054
H  -3.8944  10.6944  -34.5005  0.001
H  -4.6384  11.4160  -36.0239  0.100
H  -2.8771  11.1234  -35.8526  0.103
O  -7.6622  16.3478  -30.0759  -0.270
P  -7.0680  15.9178  -31.3454  0.519
N  -5.6219  15.1093  -31.2241  -0.277
C  -4.6273  15.0184  -32.2707  -0.127
C  -5.4986  14.1745  -30.1165  -0.141
N  -6.6291  17.2124  -32.4190  -0.303
C  -7.7771  17.8654  -33.0461  -0.124
C  -5.4708  18.0736  -32.2384  -0.116
N  -8.0691  14.8868  -32.1844  -0.293
C  -7.7059  14.0326  -33.3397  -0.071
C  -9.5390  15.1172  -32.0143  -0.097
H  -3.8002  15.7359  -32.1457  0.059
H  -4.9954  15.2075  -33.2734  0.069
H  -4.0765  14.0822  -32.1419  0.040
H  -5.9851  14.5107  -29.2056  0.083
H  -4.4521  13.9178  -29.9575  0.037
H  -5.9392  13.1906  -30.3383  0.035
H  -7.4237  18.6228  -33.7512  0.078
H  -8.3945  17.1703  -33.6086  0.067
H  -8.3199  18.4413  -32.2875  0.088
H  -5.7028  18.8478  -31.4973  0.089
H  -4.6402  17.5422  -31.7736  0.035
H  -5.1404  18.4622  -33.1996  0.085
H  -7.6286  12.9869  -33.0509  0.069
H  -8.4522  14.2676  -34.0958  0.082
H  -6.7717  14.4550  -33.6977  0.049
H  -9.8160  14.7592  -31.0261  0.073
H  -10.0516  14.4353  -32.6932  0.074
H  -9.7702  16.1425  -32.2876  0.061
O  -3.9214  14.2785  -27.1126  -0.261
P  -2.5744  14.3832  -27.6683  0.532
N  -2.5027  15.3836  -29.0253  -0.300
C  -1.3133  15.6478  -29.8193  -0.132
C  -3.4862  16.5339  -29.0251  -0.059
N  -1.8098  12.9640  -28.1517  -0.295
C  -2.2991  12.2220  -29.3364  -0.141
C  -0.9784  12.1699  -27.2714  -0.118
N  -1.5154  15.1127  -26.5296  -0.305
C  -0.1124  15.3793  -26.8226  -0.129
C  -1.9989  15.4087  -25.1910  -0.116
H  -0.6652  14.7752  -29.6875  0.063
H  -0.7506  16.5101  -29.4527  0.081
H  -1.5274  15.6795  -30.8880  0.073
H  -3.4103  17.1204  -29.9325  0.066
H  -3.1408  17.0811  -28.1434  0.081
H  -4.4668  16.1132  -28.8283  0.056
H  -1.7517  11.2952  -29.4981  0.079
H  -3.3241  11.9174  -29.1127  0.032
H  -2.2659  12.8177  -30.2476  0.051
H  -1.3943  11.1690  -27.1635  0.085
H  0.1009  12.3404  -27.3042  0.080
H  -1.1740  12.5909  -26.2686  0.076
H  0.2091  16.4238  -26.8502  0.081
H  0.4319  14.9663  -25.9639  0.078
H  0.2798  14.8561  -27.6910  0.062
H  -2.6414  16.2931  -25.2375  0.078
H  -1.1509  15.6673  -24.5545  0.077
H  -2.5722  14.6166  -24.7105  0.076
C  -4.3328  9.3425  -32.0975  -1.471
Br  -2.4856  8.9101  -32.5929  0.633
Br  -5.7002  8.6225  -33.3102  0.734
Br  -4.5039  11.2641  -31.7389  0.709
H  -4.4751  8.8761  -31.1324  -0.065

Computed properties:
frontier orbital gap: 0.275 Eh

***

Entry 2:
Below is a single C7H8 molecule, with properties calculated with the ωB97M-V functional and the def2-TZVPD basis.

Each line ends with the natural charge from an NBO analysis.
Geometry (Å):
C  -1.4018  0.6880  -1.1343  -0.589
C  -0.5725  -0.2482  -0.2502  -0.290
C  0.7067  -0.8163  -0.9511  -0.458
C  1.6331  -1.1574  0.1357  -0.027
C  2.0339  -1.0232  1.2654  -0.216
C  -0.2475  0.4782  0.9856  0.037
C  -0.0107  1.0932  1.9923  -0.277
H  -0.7888  1.5340  -1.4635  0.211
H  -1.8040  0.1722  -2.0103  0.210
H  -2.2364  1.0905  -0.5515  0.224
H  -1.1839  -1.1147  0.0348  0.230
H  0.4336  -1.6587  -1.5969  0.233
H  1.1582  -0.0499  -1.5938  0.231
H  2.1173  -0.6580  2.2681  0.242
H  0.1627  1.6704  2.8697  0.238

Computed properties:
SMILES string: C#CC[C@H](C)C#C
ΔE to the lowest compared entry with this formula, charge and spin: 428.58 kJ/mol
frontier orbital gap: 0.384 Eh

***

Entry 3:
Below is a single C6H11N molecule in a non-equilibrium geometry, with properties calculated with the ωB97M-V functional and the def2-TZVPD basis.

Each line ends with the natural charge from an NBO analysis.
Geometry (Å):
C  -0.1874  -0.2397  -1.2738  -0.419
C  1.1855  0.4157  -0.8913  -0.427
C  0.9904  0.3321  0.6961  -0.045
C  0.3633  -1.0234  0.7368  -0.435
C  -0.9091  -0.7093  -0.0113  -0.227
C  -1.3110  0.5300  0.7368  -0.249
H  0.0881  -1.0551  -1.9217  0.208
H  -0.7205  0.4542  -1.9932  0.195
H  2.0985  0.0410  -1.2333  0.203
H  1.0590  1.3601  -1.3890  0.199
H  1.9139  0.3936  1.1939  0.204
H  0.1898  -1.2745  1.7479  0.209
H  1.0837  -1.8545  0.4744  0.222
H  -1.7226  -1.5619  -0.2312  0.234
H  -2.0823  0.9581  0.0152  0.203
H  -1.7453  -0.0743  1.5382  0.180
H  -0.1634  2.0809  0.6766  0.361
N  -0.1305  1.2269  1.1288  -0.617

Computed properties:
SMILES string: C1C[C@@H]2C[C@H]1CN2
ΔE to the lowest compared entry with this formula, charge and spin: 206.31 kJ/mol
frontier orbital gap: 0.354 Eh

***

Entry 4:
Below is 2 unconnected molecules or ions with the total composition C9H14 in a non-equilibrium geometry, with properties calculated with the ωB97M-V functional and the def2-TZVPD basis.

Each line ends with the natural charge from an NBO analysis.
Geometry (Å):
C  0.9056  0.3753  0.5637  -0.651
C  1.3164  -2.4314  -2.5909  -0.216
C  0.6453  -1.2242  -2.8395  -0.209
C  2.0697  -2.5706  -1.4622  -0.208
C  0.6269  -0.2917  -1.8366  -0.208
C  2.0816  -1.6580  -0.4211  -0.214
C  1.2243  -0.5244  -0.5538  0.002
H  1.2236  -3.3804  -3.1935  0.213
H  0.3529  -1.1743  -3.8885  0.221
H  2.7536  -3.2952  -1.3379  0.199
H  0.0966  0.4780  -1.9497  0.184
H  2.6261  -1.8345  0.4625  0.207
H  -0.0470  0.9077  0.1992  0.212
H  1.6958  1.1149  0.8276  0.235
H  0.4283  -0.3141  1.3469  0.232
C  -1.6522  2.3971  2.4006  -0.620
C  -2.7752  1.5211  1.7565  -0.614
H  -2.1152  3.3853  2.7879  0.200
H  -1.3087  2.0733  3.3607  0.213
H  -0.9046  2.6796  1.6241  0.212
H  -3.0910  1.8834  0.8070  0.204
H  -3.6705  1.3700  2.3862  0.205
H  -2.4822  0.5134  1.5509  0.200

Computed properties:
SMILES string: Cc1ccccc1.CC
ΔE to the lowest compared entry with this formula, charge and spin: 196.14 kJ/mol
frontier orbital gap: 0.359 Eh

***

Entry 5:
Below is a molecular structure, C22H19AsN6O2S5Tc in a non-equilibrium geometry, with properties calculated with the ωB97M-V functional and the def2-TZVPD basis.

Each line ends with the natural charge from an NBO analysis.
Geometry (Å):
Tc  0.0698  1.2491  -0.8282  0.796
C  -2.9976  -4.6365  3.9561  -0.650
C  -2.5568  -3.2919  3.4779  0.074
C  -3.0037  -2.7793  2.2558  -0.197
C  -2.5976  -1.5393  1.8026  -0.200
C  -1.7322  -0.7911  2.5933  -0.319
C  -1.2811  -1.2623  3.8222  -0.181
C  -1.6888  -2.5114  4.2462  -0.183
S  -1.2327  0.8197  2.1100  2.300
O  -1.1681  1.7155  3.2007  -0.821
O  -2.3085  1.2935  1.0646  -0.846
N  0.1065  0.8011  1.1829  -0.905
C  1.3927  0.7757  1.7742  0.100
C  1.7165  0.7041  3.1135  -0.186
C  3.0594  0.6916  3.5274  -0.165
C  4.0831  0.7279  2.6233  -0.147
C  3.7935  0.7783  1.2432  -0.101
C  4.7787  0.7909  0.2384  -0.024
C  4.4072  0.8608  -1.0865  -0.267
C  3.0585  0.9136  -1.4105  0.123
N  2.0888  0.9096  -0.4950  -0.512
C  2.4419  0.8222  0.8289  0.223
H  -3.9549  -4.9214  3.5241  0.237
H  -3.0760  -4.6658  5.0415  0.248
H  -2.2641  -5.3937  3.6680  0.251
H  -3.7020  -3.3555  1.6622  0.232
H  -2.9729  -1.1488  0.8673  0.216
H  -0.6483  -0.6543  4.4549  0.242
H  -1.3440  -2.8785  5.2041  0.246
H  0.9416  0.6969  3.8643  0.239
H  3.2752  0.6579  4.5864  0.254
H  5.1137  0.7360  2.9524  0.249
H  5.8243  0.7375  0.5159  0.256
H  5.1453  0.8757  -1.8751  0.261
H  2.7484  0.9696  -2.4463  0.202
N  0.3351  2.6008  -4.7661  -0.461
C  0.2203  3.8586  -4.2305  -0.037
C  0.1150  3.6960  -2.8807  -0.052
N  0.1679  2.3570  -2.5946  -0.439
C  0.3021  1.7123  -3.7604  0.309
C  0.3483  0.2874  -3.6265  0.288
N  0.2403  -0.1452  -2.3659  -0.387
C  0.3069  -1.5104  -2.3976  -0.072
C  0.4564  -1.9081  -3.6948  -0.030
N  0.4810  -0.7666  -4.4519  -0.468
H  0.4416  2.4017  -5.7498  0.454
H  0.2229  4.7506  -4.8333  0.272
H  0.0185  4.4469  -2.1149  0.259
H  0.2543  -2.1064  -1.5022  0.257
H  0.5572  -2.8914  -4.1216  0.268
H  0.5820  -0.7413  -5.4556  0.454
S  -3.8492  -1.3123  -3.6659  0.264
As  -5.8008  1.5662  -2.6777  0.818
S  -3.6659  0.5798  -3.5519  0.097
S  -2.1371  1.0474  -0.6263  0.349
S  -5.1124  3.3797  -2.1926  -0.186

Computed properties:
charge: +3
ΔE to the lowest compared entry with this formula, charge and spin: 275.23 kJ/mol
frontier orbital gap (alpha / beta): 0.133 / 0.133 Eh

***

Entry 6:
Below is 3 unconnected molecules or ions with the total composition C26H39N2O3 in a non-equilibrium geometry, with properties calculated with the ωB97M-V functional and the def2-TZVPD basis.

Each line ends with the natural charge from an NBO analysis.
Geometry (Å):
C  -1.7443  1.6502  -0.6048  -0.277
O  -1.2155  1.0289  0.5887  -0.555
C  -0.2163  0.0327  0.2947  -0.111
C  -0.8491  -1.3803  0.6090  -0.063
C  -0.7838  -2.4441  -0.5882  -0.225
C  -1.0671  -1.8278  -2.0036  -0.412
C  -1.2986  -2.8603  -3.1787  -0.219
C  -0.0169  -3.1650  -4.0621  -0.623
C  -1.9340  -4.2415  -2.7614  -0.627
C  0.5776  -3.3013  -0.5135  -0.444
C  1.7038  -2.6342  0.3789  -0.048
N  2.9841  -3.3973  0.4076  -0.588
C  3.5773  -3.2319  -0.6701  0.901
O  3.9519  -3.0853  -1.7524  -0.452
C  1.1381  -2.3200  1.8179  -0.247
N  -0.3337  -2.0475  1.8409  -0.374
C  -0.7820  -1.3750  3.1236  -0.260
C  -2.1188  -2.0711  3.6415  -0.094
O  -1.8935  -3.4230  4.0956  -0.704
H  -1.5238  2.7602  -0.5661  0.213
H  -1.4370  1.1691  -1.5680  0.184
H  -2.8749  1.5814  -0.5229  0.192
H  0.6163  0.2283  1.0452  0.200
H  0.2510  0.1423  -0.7156  0.225
H  -1.9559  -1.2113  0.7821  0.253
H  -1.5998  -3.1927  -0.3317  0.215
H  -0.1431  -1.2278  -2.2853  0.211
H  -1.9174  -1.0927  -2.0025  0.227
H  -2.0411  -2.3764  -3.8867  0.220
H  -0.3655  -3.7385  -4.9766  0.229
H  0.4180  -2.2047  -4.4781  0.217
H  0.7475  -3.8179  -3.5658  0.203
H  -2.2581  -4.8694  -3.6432  0.241
H  -1.3050  -4.8406  -2.0393  0.200
H  -2.8964  -4.0033  -2.2024  0.204
H  1.0235  -3.5044  -1.5204  0.249
H  0.3365  -4.3026  -0.0348  0.217
H  1.9494  -1.6277  -0.0904  0.207
H  1.6400  -1.3692  2.1750  0.237
H  1.4126  -3.0976  2.5890  0.260
H  -0.7877  -2.9794  1.8724  0.432
H  -1.0488  -0.2946  2.9655  0.260
H  0.0016  -1.5081  3.9142  0.248
H  -2.5466  -1.4991  4.5108  0.227
H  -2.8867  -2.1225  2.8114  0.178
H  -2.2515  -3.9887  3.3843  0.472
C  4.5306  1.4511  0.5444  -0.219
C  4.5262  0.2029  -0.0682  -0.242
C  4.1280  0.0800  -1.3955  -0.187
C  3.7433  1.2081  -2.1125  -0.234
C  3.7514  2.4562  -1.5006  -0.207
C  4.1409  2.5775  -0.1713  -0.207
H  4.8382  1.5464  1.5796  0.218
H  4.8334  -0.6758  0.4899  0.208
H  4.1185  -0.8908  -1.8704  0.209
H  3.4374  1.1136  -3.1484  0.218
H  3.4534  3.3357  -2.0601  0.222
H  4.1421  3.5501  0.3066  0.222
C  -2.6926  7.7104  1.0561  -0.205
C  -1.5872  7.5208  1.8770  -0.206
C  -1.2091  6.2365  2.2495  -0.213
C  -1.9312  5.1402  1.7927  -0.228
C  -3.0353  5.3300  0.9681  -0.211
C  -3.4184  6.6150  0.6035  -0.214
H  -2.9889  8.7126  0.7688  0.220
H  -1.0202  8.3755  2.2277  0.219
H  -0.3509  6.0897  2.8952  0.213
H  -1.6335  4.1373  2.0794  0.204
H  -3.5982  4.4746  0.6103  0.203
H  -4.2819  6.7631  -0.0345  0.217

Computed properties:
charge: +1
ΔE to the lowest compared entry with this formula, charge and spin: 177.79 kJ/mol
frontier orbital gap: 0.301 Eh